[1]
The following is a quantum chemistry calculation of C22H41ClNNdP3S as an isolated structure in a non-equilibrium geometry, from OMol25.

Each line ends with the Löwdin spin population.
Cartesian coordinates (Å):
Nd  -1.412  -0.246  -0.469  3.05
P  1.365  0.536  0.760  -0.01
P  0.577  0.813  -2.478  -0.01
P  -0.646  -1.963  1.841  -0.01
H  -2.829  -4.728  -4.435  0.00
C  -3.419  -4.830  -3.515  0.00
C  -4.262  -3.859  -3.128  0.00
H  -4.371  -2.934  -3.708  0.00
C  2.803  -0.547  0.346  0.00
C  2.139  2.154  0.336  0.00
C  1.587  0.654  2.590  0.00
C  -0.496  0.576  -3.938  0.00
C  1.050  2.540  -2.871  0.00
C  2.085  -0.097  -3.078  0.00
C  -1.771  -3.406  1.898  0.00
C  -0.924  -1.380  3.553  0.00
C  0.949  -2.864  2.023  0.00
H  -3.385  -5.817  -3.033  0.00
H  -5.011  -4.069  -2.368  0.00
H  3.674  -0.178  0.905  0.00
H  3.005  -0.502  -0.729  0.00
H  2.597  -1.586  0.622  0.00
H  3.011  2.291  0.995  0.00
H  1.425  2.969  0.509  0.00
H  2.464  2.164  -0.711  0.00
H  2.542  1.163  2.789  0.00
H  1.596  -0.339  3.052  0.00
H  0.774  1.251  3.023  0.00
H  0.000  0.912  -4.859  0.00
H  -1.460  1.086  -3.812  0.00
H  -0.667  -0.500  -3.993  0.00
H  1.918  2.559  -3.544  0.00
H  1.263  3.102  -1.960  0.00
H  0.198  3.013  -3.372  0.00
H  2.278  0.125  -4.136  0.00
H  1.951  -1.182  -2.976  0.00
H  2.974  0.189  -2.504  0.00
H  -1.420  -4.073  2.697  0.00
H  -1.779  -3.923  0.932  0.00
H  -2.785  -3.052  2.109  0.00
H  -0.886  -2.233  4.240  0.00
H  -1.920  -0.924  3.603  0.00
H  -0.202  -0.627  3.875  0.00
H  0.799  -3.742  2.659  0.00
H  1.734  -2.239  2.454  0.00
H  1.278  -3.206  1.036  0.00
C  -1.787  -2.794  -2.722  0.00
C  -0.992  -4.059  -2.538  0.00
C  -0.154  -4.395  -3.731  0.00
C  -0.041  -3.574  -4.817  0.00
C  -0.986  -2.540  -4.987  0.00
C  -1.927  -2.238  -3.994  0.00
S  -2.871  -2.471  -1.458  -0.01
H  -0.376  -3.901  -1.628  0.00
H  -1.715  -4.864  -2.321  0.00
H  0.349  -5.357  -3.683  0.00
H  0.733  -3.787  -5.564  0.00
H  -0.898  -1.937  -5.874  0.00
H  -2.671  -1.445  -4.148  0.00
Cl  -0.967  5.060  2.978  0.00
C  -1.761  3.911  1.980  0.00
C  -3.084  4.123  1.595  0.00
C  -3.675  3.176  0.773  0.00
C  -2.959  2.054  0.359  0.00
N  -1.664  1.848  0.731  -0.01
C  -1.072  2.779  1.552  0.00
H  -3.619  4.997  1.926  0.00
H  -4.694  3.259  0.426  0.00
H  -3.416  1.266  -0.293  0.00
H  -0.041  2.623  1.869  0.00

Charge   +3
Spin multiplicity   4
E_HOMO (spin up / spin down)   -16.5 / -16.4 eV
Gap between HOMO and LUMO (spin up / spin down)   0.228 / 0.229 Eh
Energy   -91443.0421 eV
LUMO (spin up / spin down)   -10.242 / -10.196 eV
⟨S²⟩   3.756
Largest force on an atom   2.18 eV/Å



[2]
The following is a quantum chemistry calculation of C6H16IO2Zn as an isolated structure in a non-equilibrium geometry, from OMol25.

Each line ends with the Löwdin spin population.
Cartesian coordinates (Å):
Zn  -0.263  0.233  -4.432  0.69
I  -0.398  -0.508  -1.785  0.28
C  -2.974  -1.069  1.740  -0.06
C  -3.976  -1.276  0.619  -0.10
C  -4.288  -0.120  -0.278  -0.11
O  -3.462  -2.263  -0.267  -0.69
H  -2.113  -0.545  1.325  0.00
H  -2.688  -1.999  2.231  0.00
H  -3.325  -0.367  2.496  -0.01
H  -4.912  -1.648  1.036  0.00
H  -4.984  -0.426  -1.059  0.00
H  -3.381  0.349  -0.660  0.00
H  -4.811  0.606  0.344  -0.02
H  -2.640  -1.932  -0.635  0.00
C  4.221  1.837  0.785  0.02
C  3.258  1.148  -0.096  0.13
C  3.989  0.093  -0.995  0.15
O  2.403  0.369  0.770  0.64
H  4.867  1.178  1.364  0.01
H  3.689  2.494  1.473  0.01
H  4.875  2.486  0.202  0.00
H  2.677  1.866  -0.675  0.03
H  4.557  -0.674  -0.469  0.00
H  4.677  0.638  -1.642  0.02
H  3.314  -0.420  -1.679  0.00
H  1.686  -0.049  0.287  0.01

Charge   +2
Spin multiplicity   2
E_HOMO (spin up / spin down)   -14.6 / -16.0 eV
Gap between HOMO and LUMO (spin up / spin down)   0.110 / 0.157 Eh
Energy   -67072.7381 eV
LUMO (spin up / spin down)   -11.638 / -11.774 eV
⟨S²⟩   1.761
Largest force on an atom   2.52 eV/Å



[3]
The following is a quantum chemistry calculation of C5H7FeO3 as an isolated structure in a non-equilibrium geometry, from OMol25.

Each line ends with the Löwdin spin population.
Cartesian coordinates (Å):
O  1.193  4.510  -0.697  0.01
C  1.732  3.327  -0.562  0.02
O  2.865  3.046  -1.067  0.10
Fe  2.428  1.184  -0.701  3.73
O  1.066  2.401  -0.004  0.12
C  -2.216  -1.796  1.125  0.00
H  -1.772  -1.158  1.901  0.00
H  -2.736  -1.141  0.413  0.00
H  -2.938  -2.449  1.632  0.00
C  -1.180  -2.676  0.379  0.00
C  -0.103  -1.909  -0.249  0.01
C  0.809  -1.215  -0.652  0.01
H  -1.686  -3.266  -0.399  0.00
H  -0.729  -3.396  1.078  0.00
H  1.601  -0.500  -0.803  0.00
H  1.668  5.038  -1.391  0.00

Charge   +1
Spin multiplicity   5
E_HOMO (spin up / spin down)   -14.2 / -14.2 eV
Gap between HOMO and LUMO (spin up / spin down)   0.297 / 0.265 Eh
Energy   -45817.7779 eV
LUMO (spin up / spin down)   -6.107 / -6.975 eV
⟨S²⟩   6.007
Largest force on an atom   1.71 eV/Å



[4]
The following is a quantum chemistry calculation of a 5-piece molecular cluster, C23H48F3N2O4S overall in a non-equilibrium geometry, from OMol25.

Each line ends with the Löwdin charge.
Cartesian coordinates (Å):
N  1.263  -4.522  1.676  -0.02
C  0.888  -3.063  1.641  -0.18
C  -0.722  -2.923  1.710  -0.01
C  -1.525  -4.161  1.155  0.07
C  -3.087  -4.146  1.192  0.02
C  -3.770  -2.854  1.752  -0.49
S  -5.612  -2.805  1.803  0.75
C  -2.864  -1.665  2.242  0.06
N  -1.403  -1.728  2.231  0.07
C  -0.601  -0.562  2.707  -0.35
F  0.163  -0.012  1.626  0.11
F  -1.423  0.507  3.164  0.09
F  0.228  -0.903  3.822  0.10
H  1.641  -4.832  0.773  0.09
H  1.890  -4.726  2.463  0.09
H  1.320  -2.568  0.687  0.15
H  1.429  -2.577  2.521  0.13
H  -1.023  -5.087  0.716  0.12
H  -3.667  -5.068  0.813  0.13
H  -5.952  -4.028  2.399  -0.08
H  -3.451  -0.740  2.608  0.15
C  -3.164  -3.785  -3.903  -0.07
C  -2.881  -4.276  -2.496  -0.29
O  -3.491  -5.527  -2.194  -0.18
C  -3.104  -6.629  -3.008  -0.27
C  -1.619  -6.938  -2.948  -0.08
H  -4.242  -3.702  -4.070  0.09
H  -2.707  -2.805  -4.063  0.08
H  -2.769  -4.465  -4.659  0.07
H  -3.288  -3.554  -1.781  0.10
H  -1.803  -4.326  -2.303  0.10
H  -3.435  -6.472  -4.038  0.11
H  -3.659  -7.497  -2.637  0.12
H  -1.015  -6.107  -3.320  0.07
H  -1.388  -7.816  -3.556  0.08
H  -1.309  -7.133  -1.917  0.07
C  0.087  0.733  -6.101  -0.08
C  0.613  -0.692  -6.108  -0.28
O  -0.414  -1.677  -6.147  -0.18
C  -1.278  -1.641  -7.277  -0.28
C  -0.557  -1.831  -8.600  -0.08
H  -0.585  0.889  -5.252  0.08
H  0.915  1.443  -6.028  0.08
H  -0.474  0.965  -7.008  0.07
H  1.173  -0.866  -5.186  0.11
H  1.318  -0.849  -6.931  0.11
H  -1.866  -0.718  -7.275  0.11
H  -1.994  -2.459  -7.147  0.11
H  0.164  -1.032  -8.789  0.07
H  -1.273  -1.838  -9.426  0.08
H  -0.006  -2.776  -8.604  0.08
C  0.534  6.239  4.153  -0.08
C  -0.868  6.094  4.717  -0.27
O  -1.714  5.263  3.930  -0.16
C  -1.289  3.919  3.757  -0.29
C  -1.154  3.151  5.060  -0.08
H  0.498  6.635  3.134  0.09
H  1.125  6.919  4.772  0.08
H  1.059  5.283  4.112  0.05
H  -1.341  7.079  4.745  0.12
H  -0.843  5.736  5.752  0.11
H  -0.359  3.888  3.181  0.11
H  -2.050  3.431  3.139  0.11
H  -0.396  3.588  5.714  0.07
H  -0.868  2.115  4.864  0.05
H  -2.101  3.156  5.608  0.09
C  4.199  4.016  3.833  -0.09
C  5.522  4.650  4.223  -0.28
O  6.457  4.719  3.153  -0.16
C  6.055  5.471  2.015  -0.28
C  5.763  6.929  2.321  -0.08
H  4.359  3.008  3.438  0.08
H  3.538  3.951  4.702  0.07
H  3.683  4.590  3.062  0.06
H  5.990  4.043  5.003  0.12
H  5.372  5.645  4.657  0.11
H  5.202  4.990  1.525  0.10
H  6.885  5.420  1.303  0.12
H  4.932  7.040  3.021  0.06
H  5.503  7.466  1.405  0.08
H  6.636  7.408  2.773  0.08

Charge   +1
E_HOMO   -11.0 eV
Gap between HOMO and LUMO   0.212 Eh
Energy   -54774.1814 eV
LUMO   -5.271 eV
Largest force on an atom   4.49 eV/Å



[5]
The following is a quantum chemistry calculation of a 2-piece molecular cluster, C5H14NO overall in a non-equilibrium geometry, from OMol25.

Each line ends with the Löwdin charge.
Cartesian coordinates (Å):
C  -0.304  -2.303  1.878  -0.09
C  -0.161  -0.836  1.807  -0.14
N  -1.126  -0.392  0.641  0.00
C  -1.410  1.022  0.591  -0.04
H  -0.112  -2.763  0.921  0.08
H  0.421  -2.727  2.579  0.10
H  -1.319  -2.649  2.241  0.12
H  -0.541  -0.324  2.677  0.13
H  0.821  -0.461  1.546  0.14
H  -1.992  -0.902  0.745  0.17
H  -0.758  -0.677  -0.266  0.17
H  -1.773  1.447  1.524  0.12
H  -2.172  1.155  -0.170  0.11
H  -0.494  1.523  0.272  0.07
C  0.828  1.724  -1.862  -0.02
C  1.608  0.995  -2.671  -0.26
O  2.956  1.212  -2.688  0.01
H  -0.250  1.608  -1.840  0.03
H  1.223  2.468  -1.174  0.07
H  1.259  0.183  -3.309  0.12
H  3.297  0.696  -3.441  0.11

Charge   +1
E_HOMO   -12.3 eV
Gap between HOMO and LUMO   0.334 Eh
Energy   -8942.0253 eV
LUMO   -3.212 eV
Largest force on an atom   2.07 eV/Å